[1]
Computed, not measured: C9H17NOS in the gas phase in a non-equilibrium geometry, with the ωB97M-V functional and the def2-TZVPD basis.

Cartesian coordinates (Å):
1 C -1.78346 1.04060 -0.32077
2 C -1.13788 -1.35148 0.64826
3 C 0.14511 -0.10712 -0.55045
4 C -2.81850 2.08073 -0.63413
5 C -1.45859 -2.48505 -0.23023
6 C 2.19267 -1.12227 0.25164
7 C 1.02618 0.62671 1.72328
8 C 2.17381 1.40147 -0.31128
9 C 1.41989 0.20406 0.30211
10 N -0.64833 1.00600 -0.79306
11 O 0.52021 -0.81311 -1.65385
12 S -2.46709 -0.21586 0.78630
13 H -0.58966 -1.57789 1.53149
14 H -3.80277 1.78593 -0.47760
15 H -2.63837 2.32514 -1.67253
16 H -2.73571 2.95963 -0.03144
17 H -1.80520 -3.30207 0.38686
18 H -0.56653 -2.73771 -0.87906
19 H -2.28022 -2.30738 -0.92056
20 H 3.17562 -1.04157 0.49328
21 H 2.32504 -1.60863 -0.77499
22 H 1.56291 -1.80196 0.76029
23 H 0.14842 1.09271 1.67344
24 H 1.05821 -0.22760 2.32235
25 H 1.68752 1.34375 2.22825
26 H 3.28347 1.46686 -0.07698
27 H 1.71081 2.26228 -0.01773
28 H 2.21918 1.32738 -1.37863
29 H 0.08327 -0.22356 -2.38426

## Properties
Relative energy (zero: lowest compared OMol25 entry of this formula, charge and spin) ... 2.812 eV
HOMO-LUMO gap ... 8.995 eV
HOMO energy ... -8.3397 eV
Electronic energy ... -23979.06138 eV
Net charge ... 0

Atomic charges from the Mulliken analysis, expressed in e, are listed below: number 1, C, carries 0.621; number 2, C, carries 0.004; number 3, C, carries 0.293; number 4, C, carries -1.422; number 5, C, carries -1.164; number 6, C, carries -1.874; number 7, C, carries -2.080; number 8, C, carries -1.805; number 9, C, carries 2.004; number 10, N, carries -0.750; number 11, O, carries -0.479; number 12, S, carries -0.268; number 13, H, carries 0.543; number 14, H, carries 0.443; number 15, H, carries 0.347; number 16, H, carries 0.311; number 17, H, carries 0.374; number 18, H, carries 0.224; number 19, H, carries 0.347; number 20, H, carries 0.542; number 21, H, carries 0.275; number 22, H, carries 0.418; number 23, H, carries 0.527; number 24, H, carries 0.449; number 25, H, carries 0.411; number 26, H, carries 0.342; number 27, H, carries 0.479; number 28, H, carries 0.443; number 29, H, carries 0.446


[2]
Computed, not measured: C9H17PS in the gas phase in a non-equilibrium geometry, with the ωB97M-V functional and the def2-TZVPD basis.

Cartesian coordinates (Å):
1 C 1.17570 2.77676 2.19024
2 C 0.47322 1.54736 1.80275
3 C -0.24950 0.80204 2.85653
4 C 0.46755 1.11320 0.51639
5 P 0.08496 -0.58269 0.02951
6 S 1.18018 -2.05842 1.46192
7 C -1.69868 -0.85682 -0.15460
8 C -1.56404 -2.10045 -1.06914
9 C -0.68775 -1.63557 -2.21508
10 C 0.63597 -1.03249 -1.70987
11 C 1.07883 0.21210 -2.47372
12 H 1.97430 2.99912 1.49837
13 H 0.51297 3.56299 2.31243
14 H 1.44973 2.51730 3.34204
15 H -1.26172 0.44059 2.55335
16 H -0.22417 1.36129 3.74053
17 H 0.30629 -0.19049 2.96100
18 H 1.00215 1.69292 -0.15739
19 H -2.20804 -0.05774 -0.70045
20 H -2.16684 -1.15585 0.75577
21 H -2.55646 -2.53070 -1.48297
22 H -1.00635 -2.97098 -0.75850
23 H -0.39602 -2.55134 -2.87713
24 H -1.39277 -1.00112 -2.85992
25 H 1.36342 -1.75049 -1.66235
26 H 0.63353 1.07383 -2.18344
27 H 0.91647 0.06881 -3.49438
28 H 2.15706 0.30682 -2.22187

## Properties
Relative energy (zero: lowest compared OMol25 entry of this formula, charge and spin) ... 1.504 eV
HOMO-LUMO gap ... 8.277 eV
HOMO energy ... -7.6048 eV
Electronic energy ... -29730.73969 eV
Structure (SMILES) ... CC(C)=C[P@@]1(=S)CCC[C@H]1C
Net charge ... 0

Atomic charges from the Mulliken analysis, expressed in e, are listed below: number 1, C, carries -1.338; number 2, C, carries 1.054; number 3, C, carries -1.442; number 4, C, carries -0.571; number 5, P, carries 0.146; number 6, S, carries -0.442; number 7, C, carries -0.675; number 8, C, carries -0.721; number 9, C, carries -0.871; number 10, C, carries 0.250; number 11, C, carries -1.693; number 12, H, carries 0.397; number 13, H, carries 0.335; number 14, H, carries 0.301; number 15, H, carries 0.241; number 16, H, carries 0.508; number 17, H, carries 0.217; number 18, H, carries 0.345; number 19, H, carries 0.379; number 20, H, carries 0.400; number 21, H, carries 0.314; number 22, H, carries 0.364; number 23, H, carries 0.303; number 24, H, carries 0.288; number 25, H, carries 0.663; number 26, H, carries 0.376; number 27, H, carries 0.458; number 28, H, carries 0.413


[3]
Computed, not measured: 2 unconnected molecules or ions with the total composition C9H18BBr2F7NO5P2S2 in a non-equilibrium geometry, with the ωB97M-V functional and the def2-TZVPD basis.

Cartesian coordinates (Å):
1 C -2.26699 0.94955 -3.51095
2 N -2.05529 -0.14225 -2.51935
3 C -1.52670 -1.38970 -3.13863
4 B -1.28304 0.30852 -1.33787
5 O -1.80112 1.47814 -0.63064
6 P 0.30031 -0.50614 -0.60630
7 S 1.49693 1.29670 -1.05887
8 O 1.60808 2.12900 0.19834
9 O 0.78456 2.13010 -2.10047
10 C 3.24983 0.86943 -1.63421
11 F 3.22721 -0.18887 -2.55283
12 F 3.90036 0.36209 -0.47055
13 C 4.11112 2.12865 -2.09774
14 F 5.48295 1.91579 -1.79516
15 F 3.77470 3.31202 -1.40803
16 C 4.05266 2.46546 -3.65260
17 F 4.93955 3.55230 -3.85480
18 F 2.82007 2.89142 -4.11312
19 F 4.49985 1.45015 -4.48706
20 O -0.47608 -2.01160 -0.14165
21 C -1.18953 -1.83465 1.11243
22 C -0.23745 -0.82637 1.97062
23 P 1.07359 -2.00152 2.66860
24 S 0.28826 -3.47694 3.71183
25 O 0.12087 0.16958 1.00676
26 H -1.43889 1.73016 -3.48718
27 H -3.22915 1.49911 -3.22804
28 H -2.38763 0.54335 -4.56768
29 H -2.16597 -1.61112 -4.06941
30 H -1.56986 -2.30298 -2.47527
31 H -0.47821 -1.16993 -3.54670
32 H -1.66558 2.26668 -1.19112
33 H 0.87586 -0.98366 -1.84528
34 H 1.49833 -1.10448 -0.01839
35 H -1.56334 -2.77156 1.63022
36 H -2.15323 -1.20203 1.06401
37 H -0.67120 -0.33673 2.89813
38 H 1.76846 -2.59583 1.57360
39 H 2.01748 -1.35707 3.54894
40 Br -3.62104 -1.78908 3.67667
41 C -3.28377 -1.40591 5.55622
42 C -2.81979 0.01596 5.75026
43 Br -0.95438 0.22959 5.23051
44 H -2.56424 -2.14520 5.90741
45 H -4.24002 -1.56899 6.05538
46 H -2.85282 0.28987 6.80577
47 H -3.39571 0.73901 5.17423

## Properties
Relative energy (zero: lowest compared OMol25 entry of this formula, charge and spin) ... 3.346 eV
HOMO-LUMO gap ... 7.574 eV
HOMO energy ... -5.3374 eV
Electronic energy ... -221383.78994 eV
Net charge ... -1

Atomic charges from the Mulliken analysis, expressed in e, are listed below: number 1, C, carries -0.816; number 2, N, carries 0.022; number 3, C, carries -0.893; number 4, B, carries 0.707; number 5, O, carries -0.496; number 6, P, carries -0.056; number 7, S, carries 1.097; number 8, O, carries -0.706; number 9, O, carries -0.687; number 10, C, carries 0.521; number 11, F, carries -0.258; number 12, F, carries -0.303; number 13, C, carries 0.541; number 14, F, carries -0.310; number 15, F, carries -0.227; number 16, C, carries 0.581; number 17, F, carries -0.269; number 18, F, carries -0.189; number 19, F, carries -0.239; number 20, O, carries -0.648; number 21, C, carries -0.481; number 22, C, carries 1.085; number 23, P, carries 0.152; number 24, S, carries -0.471; number 25, O, carries -0.713; number 26, H, carries 0.208; number 27, H, carries 0.226; number 28, H, carries 0.316; number 29, H, carries 0.343; number 30, H, carries 0.179; number 31, H, carries 0.287; number 32, H, carries 0.330; number 33, H, carries 0.093; number 34, H, carries -0.114; number 35, H, carries 0.481; number 36, H, carries 0.108; number 37, H, carries -0.571; number 38, H, carries 0.063; number 39, H, carries 0.087; number 40, Br, carries -0.097; number 41, C, carries -0.550; number 42, C, carries -0.625; number 43, Br, carries -0.089; number 44, H, carries 0.358; number 45, H, carries 0.331; number 46, H, carries 0.327; number 47, H, carries 0.367


[4]
Computed, not measured: a molecular structure, C9H18Br9O4P in a non-equilibrium geometry, with the ωB97M-V functional and the def2-TZVPD basis.

Cartesian coordinates (Å):
1 C 23.40592 19.10195 -16.10464
2 Br 23.26948 17.26694 -15.46697
3 Br 25.21858 19.70420 -15.66396
4 Br 21.99247 20.21366 -15.39344
5 H 23.39052 18.99922 -17.18339
6 C 26.87235 17.25708 -18.47775
7 Br 28.02228 16.64129 -19.88982
8 Br 27.07004 16.16432 -16.81823
9 Br 24.94383 17.40206 -18.84055
10 H 27.18066 18.24428 -18.16683
11 C 21.36245 22.50345 -12.53772
12 Br 21.02118 24.37082 -12.21782
13 Br 19.76775 21.59852 -13.23023
14 Br 22.09506 21.70576 -10.85726
15 H 22.14526 22.28798 -13.25098
16 C 20.43629 16.98588 -18.27474
17 C 19.66438 18.08482 -18.95792
18 O 20.33236 19.35795 -18.91881
19 P 21.36381 19.75727 -20.04921
20 O 22.63600 19.00980 -20.04387
21 O 21.41806 21.35641 -20.08011
22 C 20.21912 22.13147 -19.89716
23 C 20.59688 23.45424 -19.26486
24 O 20.49542 19.46562 -21.38191
25 C 21.13767 19.66873 -22.68234
26 C 21.28876 18.28491 -23.31957
27 H 20.40926 17.01803 -17.19135
28 H 19.91324 16.05311 -18.52440
29 H 21.41512 16.88432 -18.74087
30 H 19.44167 17.84835 -20.00223
31 H 18.66219 18.19118 -18.53393
32 H 19.90651 22.37895 -20.91756
33 H 19.41822 21.58538 -19.40595
34 H 19.72431 24.01856 -18.91830
35 H 21.24732 23.36218 -18.39617
36 H 21.01834 24.14364 -19.99722
37 H 20.46780 20.35522 -23.19728
38 H 22.08586 20.17540 -22.49116
39 H 20.27985 17.87766 -23.35442
40 H 21.63815 18.47342 -24.33810
41 H 21.96506 17.63684 -22.77482

## Properties
Relative energy (zero: lowest compared OMol25 entry of this formula, charge and spin) ... 0.346 eV
HOMO-LUMO gap ... 9.672 eV
HOMO energy ... -9.9059 eV
Electronic energy ... -657487.56040 eV
Net charge ... 0

Atomic charges from the Mulliken analysis, expressed in e, are listed below: number 1, C, carries 0.466; number 2, Br, carries -0.024; number 3, Br, carries -0.055; number 4, Br, carries 0.036; number 5, H, carries -0.433; number 6, C, carries -0.378; number 7, Br, carries -0.037; number 8, Br, carries -0.057; number 9, Br, carries 0.148; number 10, H, carries 0.353; number 11, C, carries -0.177; number 12, Br, carries -0.006; number 13, Br, carries -0.045; number 14, Br, carries -0.029; number 15, H, carries 0.203; number 16, C, carries -0.856; number 17, C, carries -0.339; number 18, O, carries -0.153; number 19, P, carries 0.663; number 20, O, carries -0.555; number 21, O, carries -0.246; number 22, C, carries -0.077; number 23, C, carries -1.208; number 24, O, carries -0.314; number 25, C, carries -0.364; number 26, C, carries -1.092; number 27, H, carries 0.210; number 28, H, carries 0.403; number 29, H, carries 0.173; number 30, H, carries 0.294; number 31, H, carries 0.384; number 32, H, carries 0.161; number 33, H, carries 0.327; number 34, H, carries 0.384; number 35, H, carries 0.305; number 36, H, carries 0.310; number 37, H, carries 0.315; number 38, H, carries 0.390; number 39, H, carries 0.291; number 40, H, carries 0.398; number 41, H, carries 0.232